DFT (the ωB97M-V functional and the def2-TZVPD basis) results for 35 unconnected molecules or ions with the total composition F6H68O34P.

```
! RIJCOSX wB97M-V def2-TZVPD def2/J DEFGRID3
* xyz -1 1
P 0.25077 0.19470 -0.22715
F -0.26869 1.72514 -0.09142
F -1.18428 -0.27317 0.45190
F -0.52345 0.07770 -1.59437
F 0.67312 -1.36073 -0.22651
F 1.58775 0.63082 -1.07283
F 0.86811 0.54768 1.24154
O 0.08775 4.02620 -5.68581
H -0.33206 3.38179 -5.11596
H -0.02432 4.85978 -5.22885
O -0.84651 -6.74106 0.09838
H -1.14739 -6.40706 -0.74670
H -0.76778 -5.96264 0.64983
O 1.63661 -6.63282 -1.23543
H 1.09708 -7.23034 -1.75322
H 1.04678 -6.30338 -0.55734
O 5.85332 -0.17903 -3.03953
H 5.35797 -0.47480 -3.80332
H 6.14684 0.70232 -3.27043
O -3.39944 4.88820 0.94040
H -3.72904 5.50018 1.59849
H -3.52026 5.34371 0.10724
O -1.47850 3.52018 2.58545
H -0.92405 3.83496 1.87149
H -2.37267 3.63902 2.26518
O 3.89518 -0.18549 1.38106
H 2.99873 0.12044 1.24309
H 4.31860 0.52300 1.86581
O 0.98825 4.79751 -2.44471
H 0.65036 4.64940 -1.56147
H 1.72529 4.19199 -2.52437
O -2.43311 -2.47646 0.33644
H -1.76251 -2.87124 0.89382
H -2.13293 -1.57790 0.19959
O 2.71347 5.97456 1.78157
H 3.18376 5.19391 2.07425
H 1.80534 5.68676 1.68832
O 1.68074 -4.83455 3.60691
H 2.51939 -5.06460 3.20695
H 1.07295 -4.77088 2.87018
O 3.22213 -1.93604 -2.03677
H 4.03655 -1.63424 -1.63445
H 2.56006 -1.81879 -1.35549
O -0.11784 5.84206 0.71512
H -0.53082 6.25474 1.47366
H 0.05131 6.56505 0.11104
O 4.01594 3.91386 -0.52821
H 4.19870 4.34454 0.30687
H 3.13650 3.55074 -0.42355
O -1.20037 -2.85285 3.64647
H -1.16664 -2.96355 4.59665
H -1.33424 -3.73753 3.30639
O -3.16483 -0.01361 4.58369
H -2.91247 0.64506 5.23077
H -2.35077 -0.22555 4.12694
O 0.90964 -2.23834 -6.51430
H 1.17599 -3.07234 -6.90127
H 1.05221 -2.35331 -5.57479
O -0.92278 -3.13641 -2.33372
H -0.99824 -4.07495 -2.16144
H -0.88436 -2.73536 -1.46544
O 3.66194 -1.86098 4.54112
H 3.49243 -2.66219 5.03667
H 2.80905 -1.43052 4.48180
O -3.93101 -2.13123 -2.52340
H -3.10386 -2.61124 -2.56380
H -3.76631 -1.42106 -1.90310
O -3.66643 0.18725 -1.13058
H -3.84666 1.03414 -1.53865
H -3.02648 0.38210 -0.44593
O 5.42107 -2.18508 1.97433
H 4.96870 -1.38518 1.70644
H 5.24228 -2.25943 2.91174
O 1.97739 3.18887 1.10343
H 1.06256 3.01946 0.87841
H 2.04971 2.93294 2.02295
O 1.43024 -2.96747 -3.92470
H 0.54756 -2.78240 -3.60399
H 2.00597 -2.71151 -3.20412
O -2.20442 1.00746 -6.08386
H -2.42514 1.63005 -6.77660
H -1.72495 1.52673 -5.43834
O -3.98939 -3.53900 3.23711
H -4.62192 -2.84078 3.06787
H -3.28568 -3.11206 3.72573
O -4.81857 -1.26408 1.45792
H -4.96471 -0.55771 0.82870
H -4.06411 -1.74110 1.11226
O 1.09277 -1.01045 5.04177
H 0.54786 -0.65019 4.34212
H 0.90567 -1.94914 5.03247
O 2.06976 3.01488 3.94978
H 2.86330 2.48446 3.87794
H 2.05737 3.30593 4.86157
O -3.70143 -4.74881 0.78367
H -3.99982 -4.28107 1.56369
H -3.39143 -4.06058 0.19506
O -1.68294 2.46146 -3.63256
H -1.92087 1.59699 -3.29742
H -1.63463 3.01583 -2.85373
O 2.23871 2.18011 -3.07527
H 2.32489 1.62812 -2.29803
H 1.99760 1.57320 -3.77511
O -4.74264 2.45021 -2.81315
H -4.83489 2.42813 -3.76564
H -4.28451 3.27164 -2.63538
O -0.25676 0.68547 3.44350
H -0.29643 0.65130 2.48774
H -0.66787 1.51939 3.67109
*
```

Max |F|, eV/A: 2.43
HOMO level, eV: -8.2
Frontier orbital gap, eV: 9.19
Energy above the lowest of the compared OMol25 structures with the same formula, charge and spin, kJ/mol: 51.5
DFT total energy, Eh: -3539.8382

=====

DFT (the ωB97M-V functional and the def2-TZVPD basis) results for a molecular structure, F6KN3O12S6.

```
! RIJCOSX wB97M-V def2-TZVPD def2/J DEFGRID3
* xyz -2 1
K 0.51755 -0.44463 -0.19240
N 1.59723 -1.46235 3.25209
S 0.82195 -1.86845 2.10306
O -0.52224 -1.39579 2.13337
O 1.21304 -2.98793 1.28795
F 1.45497 -0.63592 1.20646
S 1.00623 -2.66563 4.20683
O 1.88863 -3.81826 4.20788
O -0.51910 -2.82855 4.41994
F 1.40946 -1.99154 5.58561
N -0.50766 1.38517 -3.89572
S 1.09506 1.95540 -3.47323
O 2.29401 1.14389 -3.77939
O 1.14087 2.81201 -2.30596
F 1.22178 3.03056 -4.67494
S -0.15784 0.01920 -3.23406
O 0.00614 -0.08453 -1.75826
O 0.49688 -1.01600 -4.01651
F -1.67530 -0.54646 -3.25484
N -1.15983 0.27216 0.34627
S -0.64621 1.88627 0.86865
O -1.42167 2.61008 1.86540
O 0.29486 2.56901 -0.01914
F 0.52694 1.22704 1.86667
S -2.25615 0.81761 -0.42576
O -1.99013 1.64730 -1.60139
O -3.43743 0.96181 0.40225
F -2.69207 -0.59154 -1.12070
*
```

Max |F|, eV/A: 18.52
HOMO level, eV: -4.1
Frontier orbital gap, eV: 8.53
Energy above the lowest of the compared OMol25 structures with the same formula, charge and spin, kJ/mol: 1900.5
DFT total energy, Eh: -4654.9087

=====

> energy above the lowest of the compared OMol25 structures with the same formula, charge and spin of number 1 (F6H68O34P)?

51.5 kJ/mol

=====

Please write out number 2 again, unchanged.
DFT (the ωB97M-V functional and the def2-TZVPD basis) results for a molecular structure, F6KN3O12S6.

```
! RIJCOSX wB97M-V def2-TZVPD def2/J DEFGRID3
* xyz -2 1
K 0.51755 -0.44463 -0.19240
N 1.59723 -1.46235 3.25209
S 0.82195 -1.86845 2.10306
O -0.52224 -1.39579 2.13337
O 1.21304 -2.98793 1.28795
F 1.45497 -0.63592 1.20646
S 1.00623 -2.66563 4.20683
O 1.88863 -3.81826 4.20788
O -0.51910 -2.82855 4.41994
F 1.40946 -1.99154 5.58561
N -0.50766 1.38517 -3.89572
S 1.09506 1.95540 -3.47323
O 2.29401 1.14389 -3.77939
O 1.14087 2.81201 -2.30596
F 1.22178 3.03056 -4.67494
S -0.15784 0.01920 -3.23406
O 0.00614 -0.08453 -1.75826
O 0.49688 -1.01600 -4.01651
F -1.67530 -0.54646 -3.25484
N -1.15983 0.27216 0.34627
S -0.64621 1.88627 0.86865
O -1.42167 2.61008 1.86540
O 0.29486 2.56901 -0.01914
F 0.52694 1.22704 1.86667
S -2.25615 0.81761 -0.42576
O -1.99013 1.64730 -1.60139
O -3.43743 0.96181 0.40225
F -2.69207 -0.59154 -1.12070
*
```

Max |F|, eV/A: 18.52
HOMO level, eV: -4.1
Frontier orbital gap, eV: 8.53
Energy above the lowest of the compared OMol25 structures with the same formula, charge and spin, kJ/mol: 1900.5
DFT total energy, Eh: -4654.9087

=====

> Look up the energy above the lowest of the compared OMol25 structures with the same formula, charge and spin of the first one.

51.5 kJ/mol

=====

> Among the records above, which one has the highest energy above the lowest of the compared OMol25 structures with the same formula, charge and spin?

F6KN3O12S6